(1)
Formula: C10H23LiNO6
Source: OMol25
Level of theory: wB97M-V/def2-TZVPD

Values from the calculation:
gap between HOMO and LUMO (alpha / beta)	3.3 / 3.2	eV
total charge	-2
HOMO level (alpha / beta)	1.21 / 1.32	eV
multiplicity	2

Each line ends with the natural charge from an NBO analysis.
Atoms and positions in Å:
Li1 -0.896 -0.415 -0.551  0.87
O1 -1.845 -1.612 -2.015  -0.96
C1 -1.153 -2.773 -2.442  -0.05
C2 -0.540 -3.733 -1.282  -0.16
O2 -1.235 -4.248 -0.138  -0.27
H1 -0.314 -2.481 -3.073  0.08
H2 -1.710 -3.387 -3.150  0.09
H3 0.416 -3.313 -0.968  0.13
H4 -0.374 -4.658 -1.834  0.16
O3 -2.742 -0.536 0.735  -0.99
C3 -1.889 -0.158 1.868  -0.08
C4 -1.371 -1.207 2.958  -0.08
O4 -0.953 -2.561 2.680  -0.96
H5 -2.251 0.758 2.334  0.08
H6 -0.980 0.220 1.399  0.02
H7 -2.224 -1.302 3.630  0.08
H8 -0.636 -0.651 3.540  0.06
C5 1.994 -1.275 0.662  -0.27
O5 1.183 -0.564 -0.317  -0.58
C6 1.825 -0.056 -1.503  -0.07
C7 0.832 0.857 -2.304  -0.25
N1 -0.318 1.394 -1.505  -0.65
C8 -0.134 2.624 -0.732  -0.24
C9 1.026 2.619 0.248  -0.08
O6 0.756 3.759 1.089  -0.57
C10 -0.067 3.397 2.230  -0.28
H9 2.800 -1.836 0.189  0.15
H10 1.376 -1.866 1.338  0.28
H11 2.573 -0.648 1.340  0.15
H12 2.103 -0.963 -2.041  0.18
H13 2.808 0.385 -1.337  0.15
H14 0.429 0.238 -3.106  0.23
H15 1.421 1.643 -2.777  0.16
H16 -1.160 1.630 -2.010  0.39
H17 -0.994 2.806 -0.087  0.22
H18 -0.034 3.559 -1.284  0.15
H19 2.003 2.685 -0.231  0.16
H20 1.145 1.724 0.858  0.20
H21 -0.960 4.019 2.160  0.17
H22 0.498 3.560 3.148  0.17
H23 -0.409 2.363 2.280  0.22

(2)
Formula: C10H23MnNO3SSi
Source: OMol25
Level of theory: wB97M-V/def2-TZVPD

Values from the calculation:
ΔE to the lowest compared entry with this formula, charge and spin	24.2	kcal/mol
gap between HOMO and LUMO (alpha / beta)	8.3 / 8.5	eV
total charge	+2
HOMO level (alpha / beta)	-16.18 / -16.37	eV
multiplicity	2

Each line ends with the natural charge from an NBO analysis.
Atoms and positions in Å:
Mn1 0.130 0.225 -0.676  1.07
C1 3.155 0.621 0.587  -0.25
O1 2.091 0.766 -0.386  -0.62
C2 2.201 1.898 -1.276  -0.10
C3 1.266 2.938 -0.732  -0.10
O2 -0.012 2.246 -0.625  -0.56
C4 -0.785 2.697 0.525  -0.10
C5 -0.380 1.772 1.645  -0.11
O3 -0.640 0.428 1.135  -0.59
C6 -1.855 -0.099 1.749  -0.25
H1 4.066 0.327 0.072  0.22
H2 3.297 1.565 1.114  0.21
H3 2.840 -0.150 1.285  0.21
H4 3.231 2.221 -1.420  0.25
H5 1.849 1.560 -2.257  0.20
H6 1.574 3.280 0.257  0.21
H7 1.158 3.798 -1.392  0.25
H8 -0.580 3.747 0.726  0.24
H9 -1.835 2.588 0.256  0.24
H10 0.683 1.834 1.880  0.20
H11 -0.944 1.937 2.561  0.24
H12 -1.628 -0.357 2.781  0.22
H13 -2.641 0.651 1.688  0.23
H14 -2.178 -0.970 1.189  0.19
S1 -1.675 -0.271 -1.886  -0.10
C7 -2.977 0.385 -1.013  0.02
N1 -3.845 0.853 -0.418  -0.26
C8 -2.084 -3.427 -1.178  -1.20
Si1 -0.582 -2.570 -0.589  1.85
C9 0.868 -2.041 -1.661  -1.23
C10 -0.101 -2.823 1.165  -1.22
H15 -2.091 -4.460 -0.816  0.29
H16 -2.167 -3.418 -2.263  0.29
H17 -2.959 -2.927 -0.754  0.29
H18 0.927 -2.834 -2.421  0.34
H19 1.814 -2.027 -1.119  0.28
H20 0.814 -1.164 -2.326  0.26
H21 0.013 -3.910 1.285  0.31
H22 -0.867 -2.531 1.880  0.29
H23 0.848 -2.357 1.426  0.26

(3)
Formula: C10H23N2O3
Source: OMol25
Level of theory: wB97M-V/def2-TZVPD

Values from the calculation:
structure (SMILES)	COCCCCCCCC[NH2+]CON=O
ΔE to the lowest compared entry with this formula, charge and spin	54.4	kcal/mol
gap between HOMO and LUMO	7.6	eV
total charge	+1
HOMO level	-12.08	eV

Each line ends with the natural charge from an NBO analysis.
Atoms and positions in Å:
C1 3.285 -1.494 0.960  -0.25
O1 4.110 -0.553 0.308  -0.54
C2 3.908 -0.440 -1.089  -0.06
C3 2.513 0.010 -1.513  -0.43
C4 2.238 1.471 -1.121  -0.40
C5 1.397 1.592 0.138  -0.39
C6 -0.099 1.442 -0.156  -0.41
C7 -0.925 1.397 1.140  -0.42
C8 -1.166 -0.006 1.709  -0.43
C9 -1.646 -1.024 0.695  -0.22
N1 -2.859 -0.501 -0.060  -0.54
C10 -3.947 -1.520 -0.044  0.08
O2 -5.141 -1.093 -0.669  -0.43
N2 -4.981 0.076 -1.510  0.38
O3 -5.597 0.949 -1.094  -0.15
H1 3.889 -2.190 1.540  0.20
H2 2.637 -0.980 1.673  0.16
H3 2.683 -2.093 0.277  0.16
H4 4.581 0.346 -1.420  0.19
H5 4.220 -1.345 -1.618  0.17
H6 1.733 -0.662 -1.156  0.18
H7 2.507 -0.041 -2.601  0.22
H8 3.179 2.004 -1.024  0.22
H9 1.699 1.975 -1.923  0.20
H10 1.676 0.861 0.897  0.20
H11 1.506 2.570 0.603  0.22
H12 -0.288 0.610 -0.840  0.17
H13 -0.385 2.351 -0.683  0.22
H14 -0.366 1.946 1.892  0.25
H15 -1.857 1.946 0.988  0.19
H16 -1.936 0.079 2.479  0.22
H17 -0.284 -0.387 2.215  0.25
H18 -0.862 -1.276 -0.008  0.24
H19 -1.951 -1.919 1.222  0.23
H20 -2.535 -0.308 -1.010  0.45
H21 -3.171 0.370 0.377  0.44
H22 -4.188 -1.762 0.984  0.22
H23 -3.576 -2.404 -0.558  0.21

Number 1: total energy -24713.9752 eV. Number 2: total energy -68390.1966 eV. Number 3: total energy -19854.9183 eV.